Record 1
An isolated molecule of C18H19N5O4S at a distorted geometry, computed with the ωB97M-V functional and the def2-TZVPD basis.

Each line ends with the natural charge from an NBO analysis.
Atoms and positions in Å:
1 C 2.729 2.015 0.444  -0.5937
2 C 2.603 1.812 1.955  -0.4541
3 C 1.428 0.973 2.282  0.0781
4 N 0.387 1.375 2.909  -0.2526
5 N -0.552 0.458 3.085  -0.3253
6 C -0.260 -0.685 2.571  0.2538
7 N -1.044 -1.804 2.577  -0.6372
8 C -2.417 -1.898 2.584  0.6984
9 O -2.937 -2.984 2.520  -0.5606
10 C -3.194 -0.605 2.699  -0.3276
11 N -2.947 0.312 1.598  -0.1845
12 N -2.029 -0.028 0.722  -0.2145
13 C -1.692 0.786 -0.243  0.1348
14 C -0.620 0.331 -1.127  -0.0959
15 C 0.122 1.205 -1.906  -0.1548
16 C 1.166 0.736 -2.690  -0.3159
17 C 1.490 -0.610 -2.715  0.2584
18 O 2.491 -1.165 -3.443  -0.4792
19 C 3.258 -0.331 -4.276  -0.2511
20 C 0.736 -1.512 -1.924  0.3348
21 O 1.114 -2.815 -2.005  -0.4932
22 C 0.416 -3.759 -1.232  -0.2476
23 C -0.298 -1.032 -1.149  -0.2916
24 C -2.342 2.050 -0.371  -0.1739
25 C -3.299 2.391 0.520  -0.2405
26 C -3.658 1.510 1.611  0.5845
27 O -4.484 1.723 2.476  -0.6126
28 S 1.329 -0.720 1.803  0.3083
29 H 3.597 2.631 0.224  0.2140
30 H 1.841 2.508 0.056  0.2125
31 H 2.839 1.058 -0.063  0.2090
32 H 2.477 2.772 2.457  0.2397
33 H 3.507 1.330 2.335  0.2194
34 H -0.571 -2.686 2.415  0.4189
35 H -2.925 -0.094 3.630  0.2649
36 H -4.263 -0.839 2.726  0.2516
37 H -0.084 2.264 -1.901  0.2021
38 H 1.729 1.443 -3.279  0.2223
39 H 3.974 -0.988 -4.768  0.2036
40 H 3.799 0.427 -3.701  0.1741
41 H 2.640 0.161 -5.034  0.1772
42 H 0.874 -4.720 -1.460  0.2042
43 H -0.647 -3.793 -1.494  0.1817
44 H 0.519 -3.554 -0.162  0.1645
45 H -0.895 -1.695 -0.545  0.2384
46 H -2.080 2.711 -1.183  0.2222
47 H -3.825 3.333 0.470  0.2348

Properties
gap between HOMO and LUMO: 8.095 eV
SMILES string: CCc1nnc(NC(=O)Cn2nc(-c3ccc(OC)c(OC)c3)ccc2=O)s1
E_HOMO: -0.296 Eh

Record 2
An isolated molecule of C18H19NO4, computed with the ωB97M-V functional and the def2-TZVPD basis.

Each line ends with the natural charge from an NBO analysis.
Atoms and positions in Å:
1 O 0.498 -1.488 2.115  -0.5999
2 C 1.143 -1.612 1.099  0.6939
3 C 1.698 -2.965 0.673  -0.5097
4 C 1.743 -3.269 -0.828  -0.4226
5 C 0.423 -2.974 -1.562  -0.0632
6 O -0.680 -3.549 -0.900  -0.5154
7 C -1.461 -2.775 -0.076  0.2874
8 C -2.057 -3.440 0.993  -0.2118
9 C -2.884 -2.762 1.864  -0.1975
10 C -3.130 -1.412 1.683  -0.2416
11 C -2.558 -0.754 0.611  -0.1734
12 C -1.734 -1.427 -0.273  -0.3060
13 N 1.475 -0.585 0.266  -0.6142
14 C 1.027 0.740 0.291  0.1473
15 C 0.153 1.228 1.259  -0.2487
16 C -0.286 2.534 1.188  -0.2222
17 C 0.141 3.382 0.174  0.1868
18 C 1.050 2.906 -0.774  0.2934
19 C 1.475 1.587 -0.717  -0.2982
20 O 1.548 3.703 -1.775  -0.4982
21 C 1.322 5.077 -1.553  -0.0974
22 C -0.119 5.307 -1.099  -0.0957
23 O -0.349 4.665 0.134  -0.4842
24 H 1.079 -3.710 1.176  0.2455
25 H 2.707 -3.051 1.086  0.2352
26 H 2.543 -2.715 -1.326  0.1938
27 H 1.969 -4.332 -0.937  0.2223
28 H 0.295 -1.896 -1.688  0.1751
29 H 0.460 -3.431 -2.557  0.1925
30 H -1.849 -4.491 1.124  0.2130
31 H -3.328 -3.288 2.696  0.2122
32 H -3.764 -0.876 2.374  0.2115
33 H -2.747 0.298 0.454  0.2150
34 H -1.316 -0.882 -1.107  0.2162
35 H 2.096 -0.797 -0.502  0.3941
36 H -0.187 0.578 2.046  0.2647
37 H -0.974 2.924 1.920  0.2276
38 H 2.166 1.244 -1.473  0.2131
39 H 1.527 5.582 -2.498  0.2009
40 H 2.007 5.448 -0.778  0.1795
41 H -0.320 6.368 -0.940  0.2015
42 H -0.804 4.912 -1.863  0.1775

Properties
gap between HOMO and LUMO: 8.590 eV
SMILES string: O=C(CCCOc1ccccc1)Nc1ccc2c(c1)OCCO2
E_HOMO: -0.292 Eh

Record 3
A structure of composition C18H20AlF18O6, computed with the ωB97M-V functional and the def2-TZVPD basis.

Each line ends with the natural charge from an NBO analysis.
Atoms and positions in Å:
1 F 5.420 -3.891 -1.579  -0.4191
2 C 5.967 -2.584 -1.735  0.4368
3 C 6.270 -2.413 -3.272  -0.1408
4 O 5.635 -1.262 -3.780  -0.9394
5 Al 4.135 -1.282 -2.801  1.5582
6 C 2.908 0.375 -2.807  0.2293
7 F 3.640 1.525 -2.584  -0.3606
8 F 2.355 0.539 -4.051  -0.3563
9 C 1.751 0.513 -1.792  0.5750
10 F 2.294 0.804 -0.584  -0.3141
11 F 0.953 1.563 -2.115  -0.3280
12 C 0.893 -0.760 -1.598  0.5804
13 F 0.752 -1.442 -2.752  -0.2972
14 F 1.538 -1.556 -0.713  -0.2920
15 C -0.525 -0.523 -1.022  0.5917
16 F -1.176 0.492 -1.605  -0.2981
17 F -0.373 -0.208 0.281  -0.3043
18 C -1.464 -1.771 -1.106  0.5914
19 F -0.783 -2.916 -0.986  -0.2918
20 F -2.319 -1.693 -0.062  -0.3014
21 C -2.341 -1.815 -2.396  0.5819
22 F -1.687 -1.334 -3.462  -0.2875
23 F -3.440 -1.053 -2.191  -0.3012
24 C -2.815 -3.249 -2.747  0.5575
25 F -1.770 -3.961 -3.238  -0.2880
26 F -3.315 -3.855 -1.640  -0.3001
27 C -3.942 -3.282 -3.823  0.9265
28 F -5.092 -2.758 -3.351  -0.3017
29 F -4.163 -4.584 -4.124  -0.3085
30 F -3.578 -2.642 -4.943  -0.2973
31 O 5.117 -1.647 -1.300  -0.8890
32 H 6.878 -2.637 -1.141  0.1094
33 H 5.885 -3.312 -3.759  0.1663
34 H 7.337 -2.374 -3.494  0.1575
35 H 3.318 -2.587 -3.226  -0.4426
36 O -0.302 0.459 7.154  -0.5872
37 C -0.586 -0.036 6.098  0.7997
38 O -0.437 0.686 4.980  -0.5027
39 C -0.604 0.134 3.665  -0.0703
40 C -2.054 0.154 3.231  -0.6433
41 C -1.169 -1.429 6.010  -0.7429
42 H -0.162 -0.861 3.605  0.1736
43 H -0.017 0.775 3.010  0.2031
44 H -2.677 -0.465 3.880  0.1935
45 H -2.153 -0.208 2.210  0.2299
46 H -2.441 1.170 3.276  0.2398
47 H -2.243 -1.366 6.179  0.2407
48 H -0.724 -2.031 6.798  0.2402
49 H -0.986 -1.931 5.063  0.2214
50 O -3.447 2.952 1.942  -0.5833
51 C -2.625 3.708 1.508  0.8019
52 O -1.485 3.187 1.024  -0.5039
53 C -0.491 3.946 0.330  -0.0738
54 C 0.483 4.605 1.284  -0.6360
55 C -2.805 5.207 1.555  -0.7426
56 H -0.959 4.663 -0.348  0.1701
57 H 0.031 3.220 -0.290  0.2173
58 H -0.014 5.328 1.933  0.1995
59 H 1.266 5.121 0.728  0.2219
60 H 0.946 3.854 1.924  0.2252
61 H -2.494 5.562 2.537  0.2443
62 H -3.861 5.425 1.422  0.2426
63 H -2.254 5.747 0.789  0.2187

Properties
gap between HOMO and LUMO: 8.157 eV
charge: -1
E_HOMO: -0.218 Eh

Record 4
A structure of composition C18H20AuIN3, computed with the ωB97M-V functional and the def2-TZVPD basis.

Each line ends with the natural charge from an NBO analysis.
Atoms and positions in Å:
1 Au -1.919 -0.061 -0.431  1.0466
2 C -5.086 2.463 1.566  -0.2484
3 C -4.535 3.731 1.453  -0.1215
4 C -3.321 3.892 0.812  -0.2229
5 C -2.667 2.783 0.289  0.2023
6 N -3.216 1.561 0.413  -0.4984
7 C -4.388 1.402 1.028  0.0615
8 C -1.371 2.839 -0.421  -0.0758
9 C -0.692 4.029 -0.675  -0.1801
10 C 0.502 4.019 -1.378  -0.2109
11 C 1.032 2.822 -1.839  -0.1701
12 C 0.370 1.625 -1.588  -0.2717
13 C -0.815 1.644 -0.879  -0.2134
14 H -6.032 2.296 2.058  0.2418
15 H -5.050 4.591 1.862  0.2366
16 H -2.884 4.875 0.719  0.2324
17 H -4.767 0.390 1.082  0.2146
18 H -1.092 4.975 -0.335  0.2161
19 H 1.016 4.950 -1.574  0.2294
20 H 1.959 2.818 -2.397  0.2243
21 H 0.786 0.691 -1.947  0.2200
22 N -0.210 -1.495 0.111  -0.5634
23 C 0.888 -1.809 -0.101  0.5721
24 N 2.118 -2.155 -0.345  -0.4561
25 C 3.228 -1.342 0.189  -0.2001
26 C 3.872 -2.041 1.377  -0.4163
27 C 4.278 -3.467 1.010  -0.4028
28 C 3.083 -4.260 0.484  -0.4161
29 C 2.443 -3.550 -0.700  -0.1985
30 H 2.836 -0.360 0.449  0.2250
31 H 3.948 -1.216 -0.623  0.2076
32 H 3.164 -2.057 2.210  0.2088
33 H 4.738 -1.462 1.701  0.2315
34 H 4.707 -3.969 1.877  0.2302
35 H 5.061 -3.437 0.245  0.2038
36 H 2.338 -4.381 1.275  0.2084
37 H 3.388 -5.260 0.172  0.2318
38 H 1.528 -4.040 -1.028  0.2217
39 H 3.130 -3.512 -1.548  0.2087
40 I -3.904 -2.514 0.383  0.2989
41 C -2.877 -1.885 -1.297  -0.7544
42 H -3.524 -1.573 -2.105  0.2255
43 H -2.062 -2.547 -1.552  0.2209

Properties
gap between HOMO and LUMO (alpha / beta): 8.199 / 6.568 eV
2S+1: 3
charge: +1
⟨S²⟩: 2.011
E_HOMO (alpha / beta): -0.402 / -0.426 Eh

Record 5
A structure of composition C18H20BF4NO4SnTe2, computed with the ωB97M-V functional and the def2-TZVPD basis.

Each line ends with the natural charge from an NBO analysis.
Atoms and positions in Å:
1 Sn 0.335 2.048 0.695  1.0605
2 O -0.643 3.108 4.836  -0.6762
3 C -0.470 2.982 3.628  0.7472
4 O 0.119 2.043 3.005  -0.7816
5 C -1.002 4.088 2.720  0.1156
6 C -1.681 5.198 3.192  -0.2172
7 C -2.136 6.134 2.275  -0.1697
8 C -1.907 5.940 0.921  -0.2191
9 C -1.223 4.804 0.525  0.1196
10 N -0.789 3.921 1.419  -0.5037
11 C -0.923 4.470 -0.935  0.7482
12 O -1.285 5.271 -1.788  -0.6664
13 O -0.353 3.341 -1.092  -0.7942
14 H -1.835 5.288 4.257  0.2424
15 H -2.672 7.012 2.615  0.2072
16 H -2.238 6.630 0.158  0.2426
17 C 0.228 -4.395 3.736  -0.6207
18 C -0.314 -3.223 2.961  -0.0243
19 C 0.098 -2.966 1.664  -0.2281
20 C -0.397 -1.885 0.934  -0.0273
21 C 0.110 -1.681 -0.468  -0.6416
22 C -1.334 -1.029 1.529  -0.2613
23 Te -2.109 0.626 0.428  -0.1598
24 C -1.763 -1.274 2.843  0.0773
25 C -2.754 -0.389 3.546  -0.6528
26 C -1.246 -2.367 3.531  -0.2545
27 H 1.001 -4.915 3.170  0.2093
28 H -0.561 -5.115 3.967  0.2060
29 H 0.663 -4.072 4.684  0.2100
30 H 0.829 -3.618 1.198  0.1971
31 H 0.785 -2.489 -0.753  0.2092
32 H 0.656 -0.740 -0.567  0.2306
33 H -0.715 -1.641 -1.180  0.2239
34 H -2.319 0.591 3.737  0.2419
35 H -3.042 -0.827 4.503  0.1950
36 H -3.649 -0.236 2.942  0.2188
37 H -1.578 -2.545 4.550  0.1895
38 C 0.045 0.748 -3.358  -0.8810
39 Te 2.129 0.315 -3.406  0.3901
40 C 1.924 -1.514 -4.482  -0.8702
41 H -0.488 -0.021 -2.804  0.2199
42 H -0.335 0.818 -4.375  0.2113
43 H -0.086 1.703 -2.851  0.2598
44 H 1.385 -1.334 -5.408  0.2161
45 H 1.393 -2.241 -3.873  0.2135
46 H 2.914 -1.897 -4.719  0.2469
47 F 4.885 -4.134 -6.602  -0.5843
48 B 5.444 -4.933 -7.621  1.3469
49 F 6.205 -5.973 -7.042  -0.5878
50 F 4.417 -5.490 -8.412  -0.5869
51 F 6.281 -4.139 -8.436  -0.5876

Properties
gap between HOMO and LUMO: 7.048 eV
charge: -2
E_HOMO: -0.125 Eh

Record 6
A structure of composition C18H20BaN6O3S4 at a distorted geometry, computed with the ωB97M-V functional and the def2-TZVPD basis.

Each line ends with the Mulliken charge.
Atoms and positions in Å:
1 Ba 0.937 -0.457 1.657  1.9930
2 C -1.111 3.283 1.253  -0.7678
3 C -0.425 3.283 -0.104  -0.9609
4 S 0.468 1.728 -0.452  0.1976
5 C -0.216 1.189 -2.034  -0.2416
6 C -1.711 0.963 -2.149  -0.9131
7 S -2.341 -0.251 -0.928  -0.0393
8 C -3.780 0.622 -0.215  -0.7637
9 C -3.467 1.958 0.434  -0.9713
10 S -2.111 1.820 1.660  0.1651
11 H -1.742 4.171 1.352  0.4306
12 H -0.358 3.291 2.041  0.2704
13 H 0.312 4.089 -0.106  0.5509
14 H -1.130 3.444 -0.920  0.5056
15 H 0.315 0.251 -2.185  -0.3234
16 H 0.114 1.889 -2.806  0.4496
17 H -1.922 0.555 -3.142  0.4857
18 H -2.281 1.885 -2.029  0.3562
19 H -4.151 -0.082 0.531  0.3404
20 H -4.536 0.753 -0.998  0.4536
21 H -4.359 2.323 0.951  0.5065
22 H -3.168 2.695 -0.308  0.3728
23 O 1.436 -1.030 -0.577  -0.6566
24 N 2.038 -1.964 -1.244  0.2292
25 C 1.987 -3.213 -0.776  -0.2828
26 C 2.633 -4.263 -1.385  -0.8966
27 C 3.386 -4.013 -2.531  -0.0456
28 C 3.412 -2.736 -3.025  -0.7418
29 C 2.717 -1.679 -2.411  0.2717
30 S 2.695 -0.144 -3.087  -0.4404
31 H 1.415 -3.314 0.135  0.5105
32 H 2.559 -5.251 -0.963  0.3789
33 H 3.928 -4.810 -3.026  0.3417
34 H 3.970 -2.489 -3.916  0.3519
35 N -1.749 -2.547 1.984  -0.3581
36 C -2.571 -1.753 2.874  -0.0739
37 C -1.749 -0.625 3.575  0.2175
38 O -2.333 -0.010 4.465  -0.7378
39 O -0.579 -0.458 3.167  -0.7175
40 H -2.226 -3.406 1.725  0.1691
41 H -0.899 -2.794 2.485  0.1945
42 H -3.057 -2.342 3.673  0.3321
43 H -3.363 -1.253 2.304  -0.0865
44 N 2.535 1.232 2.411  -0.7396
45 C 3.066 2.260 2.478  0.3050
46 C 3.658 3.499 2.539  0.2043
47 C 2.972 4.586 2.013  0.2265
48 N 2.404 5.499 1.583  -0.5988
49 C 4.916 3.694 3.097  0.1142
50 N 5.957 3.908 3.553  -0.5874
51 N 2.739 -3.346 3.055  -0.6489
52 C 2.262 -2.366 2.679  -0.3318

Properties
gap between HOMO and LUMO: 6.153 eV
charge: -2
E_HOMO: -0.084 Eh

Record 7
A cluster of 2 separate species, C18H20BrNO2 in total at a distorted geometry, computed with the ωB97M-V functional and the def2-TZVPD basis.

Each line ends with the natural charge from an NBO analysis.
Atoms and positions in Å:
1 C 6.585 0.970 1.030  -0.6190
2 C 5.289 1.105 1.785  -0.0742
3 O 4.257 1.588 0.912  -0.5620
4 C 3.057 1.550 1.574  0.7040
5 C 1.983 2.208 0.886  -0.5734
6 C 0.688 2.287 1.414  0.0833
7 C 0.284 1.623 2.621  -0.2757
8 C -0.977 1.811 3.168  -0.2273
9 C -1.903 2.662 2.536  -0.1472
10 Br -3.594 2.955 3.310  0.0179
11 C -1.559 3.294 1.324  -0.2391
12 C -0.305 3.093 0.760  -0.2731
13 O 2.996 0.991 2.678  -0.7094
14 H 7.366 0.743 1.761  0.2139
15 H 6.544 0.135 0.323  0.1813
16 H 6.865 1.889 0.506  0.2050
17 H 5.012 0.127 2.200  0.1959
18 H 5.410 1.818 2.616  0.1819
19 H 2.228 2.714 -0.037  0.1764
20 H 1.009 0.991 3.125  0.2563
21 H -1.243 1.308 4.095  0.2150
22 H -2.282 3.943 0.834  0.2130
23 H -0.030 3.565 -0.187  0.1910
24 C 3.582 1.208 -3.956  -0.4291
25 N 3.566 0.060 -3.032  -0.2900
26 C 4.351 -1.111 -3.354  0.0901
27 C 3.850 -2.076 -4.235  -0.2149
28 C 4.623 -3.197 -4.549  -0.1918
29 C 5.905 -3.339 -4.001  -0.1882
30 C 6.409 -2.363 -3.132  -0.1797
31 C 5.632 -1.248 -2.806  -0.2142
32 C 2.858 0.155 -1.932  0.1192
33 H 4.267 0.976 -4.773  0.2359
34 H 2.578 1.396 -4.353  0.2330
35 H 3.922 2.108 -3.427  0.2426
36 H 2.849 -1.943 -4.652  0.2306
37 H 4.221 -3.957 -5.219  0.2329
38 H 6.512 -4.210 -4.253  0.2310
39 H 7.406 -2.466 -2.701  0.2333
40 H 6.000 -0.468 -2.136  0.2400
41 H 2.835 -0.695 -1.248  0.2384
42 H 2.263 1.054 -1.766  0.2463

Properties
gap between HOMO and LUMO: 3.429 eV
E_HOMO: -0.195 Eh

Record 8
An isolated molecule of C18H20BrNO2S at a distorted geometry, computed with the ωB97M-V functional and the def2-TZVPD basis.

Each line ends with the natural charge from an NBO analysis.
Atoms and positions in Å:
1 O -2.157 0.722 0.196  -0.7227
2 C -0.915 0.118 0.515  0.4935
3 C -0.691 -1.065 -0.370  -0.0753
4 C -0.968 -0.976 -1.753  -0.1832
5 C -0.622 -2.020 -2.603  -0.2017
6 C 0.067 -3.187 -2.123  -0.0756
7 C 0.539 -4.287 -2.985  -0.1766
8 C 1.595 -5.167 -2.720  -0.2468
9 C 1.885 -5.985 -3.905  -0.2715
10 C 1.027 -5.746 -4.957  -0.2982
11 Br 1.098 -6.597 -6.657  0.1026
12 S -0.202 -4.523 -4.560  0.4320
13 C 0.307 -3.253 -0.734  -0.2114
14 C -0.057 -2.223 0.097  -0.1298
15 C 0.171 1.192 0.234  -0.2453
16 N 0.059 2.392 1.143  -0.4788
17 C -0.028 3.722 0.519  -0.2057
18 C 0.435 4.788 1.543  -0.4010
19 C -0.224 4.642 2.922  -0.3964
20 C -0.150 3.191 3.409  -0.4012
21 C -0.698 2.200 2.374  -0.0661
22 C -0.504 0.714 2.863  -0.0570
23 O -0.982 -0.256 1.912  -0.5357
24 H -2.272 1.498 0.771  0.4733
25 H -1.413 -0.079 -2.180  0.2303
26 H -0.788 -1.903 -3.706  0.2201
27 H 2.271 -5.095 -1.860  0.2335
28 H 2.621 -6.730 -3.958  0.2297
29 H 0.915 -4.068 -0.323  0.2133
30 H 0.246 -2.276 1.142  0.2217
31 H 1.151 0.745 0.357  0.1963
32 H 0.135 1.512 -0.806  0.2136
33 H 0.556 3.778 -0.421  0.2080
34 H -1.043 3.884 0.244  0.1613
35 H 0.178 5.794 1.166  0.2092
36 H 1.550 4.737 1.631  0.2033
37 H -1.292 4.948 2.843  0.1942
38 H 0.262 5.322 3.616  0.2157
39 H 0.925 2.966 3.661  0.2081
40 H -0.711 3.046 4.355  0.2071
41 H -1.782 2.367 2.250  0.1442
42 H -1.040 0.598 3.804  0.1955
43 H 0.548 0.561 3.057  0.1737

Properties
gap between HOMO and LUMO: 8.266 eV
SMILES string: O[C@@]1(c2ccc(-c3ccc(Br)s3)cc2)CN2CCCC[C@@H]2CO1
E_HOMO: -0.297 Eh

The records above yield relative energy (zero: lowest compared OMol25 entry of this formula, charge and spin) values of 12.8 38.0 0.0 0.0 0.0 67.5 94.2 0.0 kcal/mol, respectively.